(1)
174
Properties=species:S:1:pos:R:3 method="wB97M-V/def2-TZVPD" homo_energy_ev=-9.567 orbital_gap_ha=0.299 spin_multiplicity=1 mol_weight_g_mol=1542.5 de_lowest_kcal_mol=22.6
C 3.801 2.262 3.898
C 4.175 3.165 2.667
O 5.505 2.753 2.354
S 6.318 1.866 3.560
O 7.048 2.726 4.446
O 7.022 0.684 3.041
O 4.853 1.374 4.172
H 2.914 1.694 3.618
H 3.457 2.854 4.746
H 4.227 4.196 3.014
H 3.452 3.169 1.851
C -0.865 -6.135 -0.230
C 0.246 -6.874 0.506
O 1.497 -6.349 0.138
S 1.358 -5.583 -1.317
O 1.896 -6.469 -2.396
O 1.870 -4.224 -1.238
O -0.259 -5.481 -1.322
H -1.480 -5.481 0.388
H -1.597 -6.889 -0.521
H 0.302 -7.919 0.198
H 0.301 -6.894 1.595
C -3.075 -0.538 -4.184
C -3.331 -1.519 -5.304
O -3.526 -0.779 -6.501
S -2.903 0.802 -6.370
O -4.070 1.692 -6.104
O -1.985 1.132 -7.457
O -2.217 0.351 -4.927
H -2.580 -1.037 -3.350
H -3.968 0.013 -3.889
H -4.128 -2.249 -5.165
H -2.452 -2.125 -5.523
C -0.320 4.085 -4.768
C 0.108 2.600 -4.880
O -0.373 2.016 -3.663
S -1.348 2.977 -2.696
O -1.051 2.756 -1.293
O -2.751 3.015 -3.106
O -0.523 4.284 -3.373
H -1.166 4.523 -5.297
H 0.531 4.677 -5.107
H 1.197 2.583 -4.837
H -0.198 2.090 -5.793
C -5.137 -2.415 -1.766
C -5.965 -2.021 -2.815
C -6.341 -3.001 -3.742
C -5.789 -4.350 -3.735
C -4.944 -4.664 -2.713
C -4.581 -3.750 -1.680
N -6.227 -5.363 -4.744
O -6.695 -4.877 -5.760
O -6.147 -6.552 -4.482
H -4.894 -1.663 -1.030
H -6.244 -0.992 -2.988
H -6.959 -2.768 -4.596
H -4.623 -5.693 -2.646
H -3.969 -4.091 -0.858
C 3.667 2.498 -3.130
C 3.910 3.580 -3.985
C 3.335 4.825 -3.612
C 2.606 5.064 -2.470
C 2.456 3.956 -1.643
C 3.038 2.707 -1.917
N 1.961 6.373 -2.276
O 1.157 6.588 -1.360
O 2.296 7.327 -2.975
H 4.061 1.533 -3.415
H 4.440 3.405 -4.910
H 3.601 5.675 -4.222
H 1.790 3.880 -0.796
H 2.921 1.922 -1.185
C -5.126 1.848 0.901
C -4.827 1.629 -0.453
C -5.393 2.426 -1.451
C -6.312 3.434 -1.064
C -6.647 3.553 0.271
C -6.071 2.840 1.257
N -6.850 4.350 -2.029
O -7.382 5.360 -1.641
O -6.825 4.011 -3.199
H -4.602 1.325 1.687
H -4.080 0.913 -0.764
H -5.159 2.364 -2.504
H -7.274 4.358 0.626
H -6.266 3.112 2.284
C 2.307 -1.064 1.247
C 1.609 -2.249 1.182
C 0.354 -2.248 0.589
C -0.237 -1.086 0.019
C 0.484 0.086 0.122
C 1.752 0.108 0.706
N -1.649 -1.224 -0.457
O -2.099 -0.196 -0.970
O -2.336 -2.211 -0.128
H 3.327 -1.045 1.600
H 2.048 -3.149 1.587
H -0.057 -3.240 0.474
H -0.002 1.000 -0.186
H 2.247 1.067 0.749
C 5.545 -4.307 7.931
C 5.051 -3.031 7.937
C 4.497 -2.440 6.739
C 4.240 -3.283 5.640
C 4.587 -4.647 5.698
C 5.334 -5.097 6.797
N 3.476 -2.788 4.510
O 3.223 -3.577 3.578
O 3.192 -1.557 4.479
H 6.214 -4.666 8.698
H 5.083 -2.398 8.812
H 4.146 -1.420 6.789
H 4.372 -5.393 4.947
H 5.787 -6.057 6.597
O 5.155 1.597 -0.522
C 5.897 0.581 -0.533
O 5.306 -0.580 -0.595
C 6.301 -1.621 -0.549
C 7.592 -1.024 -1.118
C 7.433 0.352 -0.496
H 5.906 -2.468 -1.110
H 6.401 -1.831 0.516
H 7.656 -1.085 -2.205
H 8.412 -1.582 -0.666
H 7.954 1.186 -0.966
H 7.614 0.238 0.573
O 1.294 -1.354 -6.543
C 1.567 -1.404 -5.335
O 2.805 -1.584 -4.926
C 2.878 -1.687 -3.514
C 1.616 -1.059 -2.923
C 0.693 -1.111 -4.185
H 3.728 -1.116 -3.140
H 3.007 -2.740 -3.262
H 1.823 -0.064 -2.529
H 1.315 -1.772 -2.156
H 0.227 -0.136 -4.331
H -0.093 -1.864 -4.142
O -1.808 -1.537 6.029
C -1.140 -0.633 5.469
O -0.799 -0.616 4.213
C -0.072 0.600 3.793
C 0.600 1.088 5.129
C -0.387 0.544 6.218
H -0.796 1.290 3.359
H 0.658 0.432 3.001
H 0.703 2.173 5.116
H 1.611 0.704 5.268
H -1.211 1.236 6.393
H 0.076 0.093 7.095
O -4.591 -0.940 5.765
C -4.888 -1.185 4.600
O -5.988 -0.733 4.111
C -6.049 -0.863 2.716
C -4.751 -1.440 2.249
C -4.200 -1.962 3.565
H -6.297 0.150 2.402
H -6.908 -1.531 2.653
H -3.977 -0.742 1.930
H -4.863 -2.094 1.385
H -3.148 -1.881 3.837
H -4.601 -2.946 3.807
O 0.931 3.062 1.963
C 0.102 3.917 1.848
O -1.245 3.733 2.038
C -1.954 4.980 1.612
C -0.861 5.720 0.774
C 0.333 5.322 1.530
H -2.315 5.507 2.495
H -2.801 4.823 0.944
H -0.902 6.806 0.697
H -0.891 5.439 -0.279
H 0.515 5.913 2.427
H 1.108 5.359 0.764



(2)
141
Properties=species:S:1:pos:R:3 method="wB97M-V/def2-TZVPD" homo_energy_ev=-7.448 orbital_gap_ha=0.279 spin_multiplicity=1 mol_weight_g_mol=1095.8 de_lowest_kcal_mol=15.5
Ti -0.605 -1.286 1.513
C -0.416 -3.531 4.060
N -0.939 -2.169 3.874
C -0.225 -1.270 4.795
C -2.384 -2.159 4.202
C -3.254 -2.003 2.972
N -2.770 -0.916 2.096
C -3.006 0.371 2.787
C -2.344 1.586 2.218
C -3.068 2.742 1.995
C -2.438 3.929 1.641
C -1.048 3.918 1.570
C -0.273 2.784 1.809
C -0.952 1.587 2.105
O -0.289 0.440 2.298
C 1.255 2.842 1.792
C 1.805 2.447 3.173
C 1.818 1.894 0.729
C 1.772 4.250 1.478
C -3.270 5.186 1.410
C -2.427 6.359 0.905
C -4.365 4.904 0.372
C -3.927 5.598 2.736
C -3.611 -0.938 0.883
C -3.235 -0.009 -0.230
C -4.236 0.787 -0.769
C -4.040 1.519 -1.924
C -2.819 1.358 -2.571
C -1.784 0.568 -2.090
C -1.975 -0.060 -0.836
O -0.960 -0.690 -0.181
C -0.541 0.346 -2.944
C -0.438 -1.154 -3.271
C -0.628 1.075 -4.288
C 0.708 0.865 -2.227
C -5.110 2.423 -2.531
C -5.605 1.808 -3.849
C -6.308 2.595 -1.596
C -4.520 3.811 -2.814
H 0.658 -3.538 3.898
H -0.885 -4.204 3.344
H -0.614 -3.877 5.082
H 0.848 -1.364 4.631
H -0.444 -1.532 5.838
H -0.502 -0.235 4.605
H -2.571 -1.364 4.925
H -2.662 -3.093 4.701
H -4.293 -1.804 3.269
H -3.231 -2.919 2.387
H -2.660 0.269 3.815
H -4.092 0.529 2.825
H -4.147 2.702 2.095
H -0.541 4.833 1.314
H 1.502 1.437 3.440
H 1.444 3.135 3.940
H 2.897 2.499 3.162
H 1.516 0.864 0.916
H 2.910 1.945 0.729
H 1.468 2.180 -0.264
H 1.437 4.982 2.215
H 1.459 4.586 0.488
H 2.863 4.238 1.494
H -1.921 6.113 -0.030
H -1.675 6.662 1.634
H -3.073 7.219 0.722
H -3.924 4.627 -0.588
H -4.983 5.791 0.223
H -5.019 4.091 0.686
H -3.170 5.789 3.499
H -4.588 4.815 3.109
H -4.519 6.505 2.603
H -4.641 -0.717 1.192
H -3.582 -1.960 0.502
H -5.185 0.822 -0.250
H -2.672 1.868 -3.512
H -1.291 -1.453 -3.884
H -0.429 -1.777 -2.381
H 0.468 -1.341 -3.850
H -1.502 0.767 -4.863
H 0.260 0.829 -4.874
H -0.653 2.160 -4.166
H 0.838 0.397 -1.257
H 0.631 1.945 -2.081
H 1.595 0.671 -2.834
H -6.045 0.825 -3.675
H -4.787 1.687 -4.560
H -6.361 2.448 -4.308
H -6.824 1.650 -1.424
H -7.025 3.285 -2.043
H -6.004 3.004 -0.631
H -3.729 3.767 -3.563
H -4.097 4.246 -1.906
H -5.296 4.481 -3.189
C 4.875 -2.735 2.980
C 3.455 -2.729 2.495
C 2.869 -3.880 1.928
C 1.570 -3.864 1.444
C 0.889 -2.660 1.530
Br -1.698 -3.750 0.566
N 1.433 -1.597 2.072
C 2.683 -1.583 2.558
H 5.294 -3.739 2.937
H 4.945 -2.380 4.008
H 5.492 -2.084 2.359
H 3.454 -4.788 1.864
H 1.101 -4.732 1.000
H 3.055 -0.655 2.981
C 4.059 -1.593 -6.209
C 4.345 -0.628 -5.253
C 4.015 -0.849 -3.925
C 3.402 -2.034 -3.532
C 3.120 -2.993 -4.496
C 3.448 -2.777 -5.827
Sb 2.789 -2.265 -1.485
C 4.729 -1.683 -0.764
C 4.781 -0.658 0.173
C 5.994 -0.159 0.626
C 7.180 -0.692 0.147
C 7.145 -1.706 -0.801
C 5.928 -2.188 -1.260
C 2.940 -4.400 -1.443
C 4.059 -5.128 -1.054
C 4.014 -6.514 -0.996
C 2.846 -7.189 -1.323
C 1.720 -6.473 -1.701
C 1.768 -5.087 -1.752
H 4.314 -1.422 -7.246
H 4.826 0.297 -5.543
H 4.251 -0.087 -3.189
H 2.647 -3.926 -4.213
H 3.225 -3.535 -6.565
H 3.862 -0.223 0.541
H 6.012 0.648 1.348
H 8.130 -0.311 0.499
H 8.069 -2.112 -1.194
H 5.918 -2.949 -2.033
H 4.975 -4.617 -0.778
H 4.894 -7.068 -0.693
H 2.812 -8.270 -1.275
H 0.799 -6.989 -1.939
H 0.864 -4.541 -2.008



(3)
150
Properties=species:S:1:pos:R:3 method="wB97M-V/def2-TZVPD" total_charge=-1 homo_energy_ev=-4.748 orbital_gap_ha=0.250 spin_multiplicity=1 mol_weight_g_mol=1466.9 de_lowest_kcal_mol=10.7
Tl -0.007 -2.738 1.772
C -1.053 5.139 4.746
C -0.275 4.819 3.498
C -0.883 4.900 2.251
C -0.206 4.564 1.089
C -0.855 4.804 -0.249
C 1.109 4.083 1.174
C 1.767 4.087 2.411
C 3.237 3.782 2.569
C 1.057 4.447 3.554
C 1.827 3.697 -0.073
C 2.831 4.570 -0.494
C 3.572 4.320 -1.633
C 3.306 3.183 -2.370
C 2.302 2.298 -1.984
C 1.545 2.541 -0.821
Ge 0.248 1.069 -0.259
S 1.331 -0.726 0.271
S -1.233 0.486 -1.873
Ge -2.602 0.017 -0.118
S -2.633 -1.866 0.921
S -1.473 1.511 1.221
C -4.463 0.386 -0.819
C -4.996 -0.411 -1.855
C -6.275 -0.155 -2.341
C -7.053 0.857 -1.808
C -6.541 1.634 -0.789
C -5.252 1.416 -0.300
C -4.824 2.336 0.793
C -4.970 1.957 2.132
C -5.357 0.549 2.495
C -4.775 2.910 3.124
C -4.455 4.225 2.817
C -4.363 5.267 3.901
C -4.261 4.567 1.485
C -4.431 3.638 0.468
C -4.204 4.020 -0.971
C -4.244 -1.539 -2.486
C -3.364 -1.296 -3.547
C -3.285 0.062 -4.195
C -2.608 -2.345 -4.054
C -2.741 -3.636 -3.567
C -1.844 -4.737 -4.067
C -3.716 -3.883 -2.607
C -4.477 -2.856 -2.063
C -5.534 -3.164 -1.037
C 2.080 1.120 -2.875
C 1.138 1.179 -3.906
C 0.366 2.438 -4.214
C 0.939 0.053 -4.700
C 1.673 -1.106 -4.518
C 1.381 -2.340 -5.330
C 2.679 -1.108 -3.558
C 2.898 -0.012 -2.739
C 4.038 -0.008 -1.757
H -1.601 6.075 4.633
H -0.393 5.221 5.610
H -1.781 4.348 4.939
H -1.915 5.221 2.181
H -1.726 5.448 -0.132
H -1.195 3.872 -0.705
H -0.150 5.277 -0.935
H 3.645 3.252 1.713
H 3.407 3.183 3.464
H 3.797 4.714 2.686
H 1.571 4.435 4.510
H 3.014 5.466 0.086
H 4.345 5.012 -1.943
H 3.873 2.968 -3.268
H -6.655 -0.773 -3.147
H -8.052 1.040 -2.187
H -7.137 2.425 -0.345
H -6.215 0.214 1.909
H -5.600 0.477 3.555
H -4.537 -0.143 2.287
H -4.899 2.622 4.164
H -3.950 4.845 4.817
H -5.358 5.656 4.132
H -3.740 6.106 3.590
H -3.985 5.587 1.234
H -3.792 5.027 -1.048
H -5.136 3.983 -1.539
H -3.509 3.322 -1.443
H -3.536 0.853 -3.491
H -3.994 0.112 -5.027
H -2.283 0.248 -4.581
H -1.889 -2.144 -4.843
H -1.576 -4.581 -5.112
H -2.320 -5.713 -3.968
H -0.918 -4.749 -3.485
H -3.888 -4.901 -2.268
H -5.763 -4.231 -1.030
H -6.450 -2.608 -1.236
H -5.174 -2.877 -0.047
H 0.560 3.216 -3.479
H -0.705 2.234 -4.227
H 0.657 2.815 -5.198
H 0.178 0.092 -5.474
H 0.846 -2.088 -6.246
H 0.754 -3.020 -4.748
H 2.297 -2.871 -5.593
H 3.303 -1.989 -3.441
H 4.402 -1.019 -1.576
H 3.722 0.422 -0.808
H 4.863 0.601 -2.139
N -1.557 -4.880 0.681
C -1.367 -6.238 0.175
C -0.365 -7.007 1.042
N 1.005 -6.509 1.008
H -2.150 -4.894 1.505
H -2.041 -4.289 0.010
H -0.968 -6.172 -0.840
H -2.305 -6.811 0.124
H -0.357 -8.052 0.722
H -0.703 -6.980 2.082
H 1.343 -6.481 0.053
H 1.041 -5.556 1.353
C 6.011 -3.766 -1.450
Si 6.582 -3.682 0.353
C 8.021 -4.884 0.629
C 7.137 -1.917 0.746
C 5.147 -4.155 1.471
Te 3.480 -2.754 1.104
C 3.345 -2.311 3.230
Si 3.096 -0.493 3.752
C 4.049 -0.316 5.388
C 1.279 -0.103 4.085
C 3.875 0.726 2.548
H 6.616 -3.131 -2.099
H 4.976 -3.420 -1.516
H 6.046 -4.783 -1.845
H 8.879 -4.631 0.002
H 7.723 -5.908 0.393
H 8.349 -4.865 1.671
H 7.734 -1.486 -0.061
H 7.730 -1.868 1.663
H 6.256 -1.287 0.883
H 5.431 -4.060 2.520
H 4.813 -5.181 1.315
H 4.298 -2.660 3.629
H 2.563 -2.950 3.644
H 3.696 -1.017 6.149
H 3.941 0.695 5.789
H 5.115 -0.500 5.231
H 0.714 -0.991 4.375
H 0.813 0.329 3.197
H 1.169 0.626 4.893
H 4.868 1.053 2.869
H 3.229 1.599 2.446
H 3.958 0.273 1.561